Here is a 9-piece molecular cluster, C25H49O27 overall from the Open Molecules 2025 dataset. Energies are from wB97M-V/def2-TZVPD.

Properties
E_HOMO: -4.39 eV
HOMO-LUMO gap: 6.78 eV
net charge: -1

The geometry in XYZ format:
```
101
Properties=species:S:1:pos:R:3:lowdin_charge:R:1
O 10.4678 7.0872 3.7373 -0.004
C 11.3321 8.1366 3.3945 -0.788
O 11.3206 8.5042 2.1883 -0.039
O 11.8398 8.8211 4.3081 -0.033
H 10.1698 6.8199 2.8553 0.053
C 15.6700 13.0748 6.2018 -0.074
O 15.2879 11.9756 6.9910 -0.010
C 14.1614 11.3555 6.5825 -0.610
O 13.6207 11.5205 5.5277 0.151
O 13.8219 10.4992 7.5264 0.020
C 12.5686 9.8373 7.3909 -0.017
H 15.0602 13.9605 6.3943 0.093
H 15.7115 12.7956 5.1514 0.097
H 16.6726 13.3834 6.5092 0.087
H 11.8530 10.5069 6.9187 0.086
H 12.1577 9.6109 8.3777 0.090
H 12.5988 8.8816 6.8728 0.085
C 16.3006 9.5817 -0.2936 -0.062
O 15.7074 8.3190 -0.5659 -0.015
C 14.4035 8.2271 -0.2265 -0.619
O 13.7479 9.0922 0.2661 0.163
O 13.9909 7.0126 -0.5619 -0.004
C 12.6667 6.6326 -0.1465 -0.042
H 15.6385 10.4189 -0.5063 0.092
H 17.1402 9.7031 -0.9818 0.084
H 16.6684 9.6042 0.7300 0.096
H 12.5340 6.7498 0.9251 0.079
H 12.4917 5.6411 -0.5464 0.085
H 11.9573 7.3272 -0.6106 0.082
C 11.0059 13.8401 6.0171 -0.049
O 10.0390 12.8614 6.3734 -0.017
C 9.9451 11.8101 5.5375 -0.632
O 10.4984 11.6975 4.4886 0.156
O 9.1026 10.9309 6.0971 0.002
C 8.8825 9.7605 5.3255 -0.036
H 11.9463 13.3592 5.7226 0.078
H 11.3064 14.3804 6.9112 0.089
H 10.6122 14.4031 5.1746 0.096
H 8.7759 8.9053 5.9916 0.084
H 9.6760 9.5438 4.6118 0.072
H 7.9556 9.8318 4.7413 0.096
C 12.2020 4.1798 4.5943 -0.009
O 13.2831 3.4253 3.9991 0.010
C 13.5078 3.6208 2.7102 -0.619
O 12.9257 4.3918 1.9954 0.128
O 14.5348 2.8557 2.3393 -0.003
C 14.9321 2.9722 0.9790 -0.046
H 11.2783 3.6615 4.3628 0.088
H 12.1257 5.1999 4.2145 0.085
H 12.4599 4.2384 5.6447 0.085
H 15.1175 4.0021 0.6760 0.096
H 14.1480 2.5687 0.3351 0.095
H 15.8353 2.3758 0.9009 0.089
C 11.0008 6.2191 7.1081 -0.020
O 10.5881 7.2020 8.0748 0.006
C 9.6173 6.8869 8.9144 -0.614
O 8.9517 5.8828 8.8919 0.112
O 9.5152 7.8750 9.8054 0.008
C 8.5993 7.6669 10.8750 -0.045
H 10.4706 5.2878 7.2850 0.068
H 12.0416 5.9681 7.3192 0.098
H 10.8581 6.6275 6.1112 0.083
H 8.9906 8.1756 11.7524 0.089
H 8.4805 6.6088 11.0972 0.089
H 7.6347 8.1043 10.6168 0.096
C 6.7109 4.2278 2.6125 -0.041
O 6.8799 4.5661 1.2448 0.008
C 8.0370 5.1454 0.9143 -0.598
O 8.8451 5.5916 1.6755 0.140
O 8.1197 5.1757 -0.4113 0.020
C 9.3049 5.7769 -0.9336 -0.023
H 7.5851 3.7543 3.0545 0.098
H 5.8754 3.5322 2.6275 0.095
H 6.4312 5.1104 3.1843 0.085
H 10.0500 6.0277 -0.1799 0.072
H 8.9811 6.7512 -1.3021 0.080
H 9.7452 5.1505 -1.7004 0.097
C 7.9114 12.6723 2.3114 -0.043
O 7.7600 11.5723 1.4243 -0.012
C 8.8783 10.9921 0.9587 -0.613
O 9.9999 11.2196 1.2829 0.169
O 8.5007 9.9922 0.1527 -0.001
C 9.5464 9.4750 -0.6567 -0.055
H 8.5392 13.4683 1.9143 0.098
H 8.2796 12.3260 3.2754 0.079
H 6.9029 13.0629 2.4419 0.088
H 9.1317 8.9639 -1.5283 0.076
H 10.1072 8.7528 -0.0603 0.075
H 10.1651 10.2723 -1.0675 0.101
C 8.0283 5.4763 5.6858 -0.035
O 7.6335 4.2918 6.3578 0.021
C 8.5013 3.3247 6.5971 -0.608
O 9.6458 3.2669 6.2298 0.110
O 7.8977 2.4370 7.3928 0.003
C 8.7456 1.4415 7.9497 -0.046
H 8.7995 5.3905 4.9161 0.091
H 8.3322 6.2297 6.4058 0.078
H 7.1768 5.8527 5.1198 0.085
H 8.1135 0.6067 8.2234 0.089
H 9.2987 1.8772 8.7852 0.100
H 9.5250 1.1317 7.2510 0.090
```